Entry 1:
{"formula": "C20H38FN2O5PS", "method": "ωB97M-V/def2-TZVPD", "symbols": ["C", "C", "C", "C", "P", "N", "C", "C", "C", "C", "F", "O", "C", "C", "C", "C", "C", "C", "C", "C", "C", "O", "S", "O", "O", "H", "H", "H", "H", "H", "H", "H", "H", "H", "H", "H", "H", "H", "H", "H", "H", "H", "H", "H", "H", "H", "H", "H", "H", "H", "H", "H", "H", "H", "H", "H", "C", "N", "C", "C", "O", "H", "H", "H", "H", "H", "H", "H"], "coordinates": [[0.90489, -0.57672, 3.56260], [1.65738, -0.89107, 2.67642], [2.47253, -1.29949, 1.50791], [1.90830, -0.75478, 0.15230], [0.99713, 0.87988, 0.53759], [0.76713, 1.80905, -0.71222], [0.95322, -1.73061, -0.64369], [0.55239, -3.02000, 0.12002], [-0.46052, -2.84020, 1.26962], [-1.50324, -3.96247, 1.30753], [-2.12964, -4.15187, 0.08743], [-0.21782, -0.97798, -0.92483], [-1.03883, -1.44173, -1.97727], [-2.38223, -0.68080, -1.84404], [-3.13256, -0.55984, -3.18121], [-3.28335, -1.21849, -0.71768], [-4.09905, -0.04015, -0.08893], [-3.45456, 0.42230, 1.26466], [-5.54481, -0.46689, 0.24404], [1.72609, -2.20220, -1.89811], [2.13022, -1.08535, -2.85412], [3.03549, -0.07964, -2.32491], [3.38994, -0.23524, -0.78893], [3.88403, 0.96575, -0.20074], [4.38113, -1.26504, -0.67042], [0.03763, -0.34116, 4.13679], [2.70118, -2.36500, 1.51622], [3.43487, -0.78962, 1.66622], [1.83775, 1.55019, 1.45412], [-0.22694, 0.56650, 1.16582], [1.11782, 1.36664, -1.55485], [0.06564, -3.66919, -0.62256], [1.41515, -3.60298, 0.46218], [0.09489, -2.96023, 2.21142], [-0.91374, -1.84676, 1.31718], [-0.96002, -4.89555, 1.52393], [-2.20278, -3.82385, 2.13913], [-0.67154, -1.21666, -2.98939], [-1.27997, -2.51556, -1.94230], [-2.09328, 0.34018, -1.54567], [-4.06174, -0.00982, -2.98078], [-3.36324, -1.52059, -3.65269], [-2.54037, 0.07860, -3.84889], [-2.65636, -1.60330, 0.08977], [-3.95677, -2.02436, -1.03809], [-4.05745, 0.81310, -0.77528], [-2.76193, -0.32760, 1.67016], [-4.23633, 0.54951, 2.02294], [-2.91669, 1.36852, 1.13985], [-5.48602, -1.33126, 0.92265], [-6.09818, -0.75990, -0.65484], [-6.06569, 0.31421, 0.80916], [1.15448, -2.92873, -2.49041], [2.58072, -2.78204, -1.52621], [1.28101, -0.55841, -3.29705], [2.65502, -1.55765, -3.69515], [4.43498, 5.28992, 1.12676], [2.99171, 5.29054, 1.25114], [2.25726, 4.07358, 0.93742], [2.30695, 6.38044, 1.64736], [1.09893, 6.44046, 1.77160], [4.71284, 5.05750, 0.09660], [4.85911, 4.53315, 1.79047], [4.84256, 6.26375, 1.39320], [1.55176, 4.26596, 0.13224], [1.69802, 3.75631, 1.82078], [2.94720, 3.28805, 0.63691], [2.95828, 7.24666, 1.85908]], "forces_ev_per_a": [[0.03, -0.19, -0.81], [-0.44, -0.50, -0.04], [0.77, 1.05, 0.48], [-1.06, 0.26, 0.70], [-0.14, 1.02, -1.93], [0.22, -0.55, 0.28], [0.48, -0.72, -0.01], [-0.66, -0.05, -0.15], [0.31, -0.40, 0.55], [1.32, -0.27, 0.52], [-0.36, 0.23, 0.08], [0.56, -0.51, -0.43], [-1.93, 0.27, -0.48], [0.25, -0.14, 0.06], [0.26, 0.55, 0.52], [-0.03, 0.91, 0.32], [0.03, -0.53, 0.99], [-0.06, 0.01, -0.41], [0.50, -0.07, -0.09], [-0.29, 0.14, 0.16], [0.27, -0.84, -0.90], [-0.74, 0.36, 1.12], [2.23, -0.65, 1.09], [-1.00, 1.21, -0.57], [-0.57, -1.20, -0.47], [0.32, 0.09, 0.36], [-0.19, 0.09, -0.14], [-0.05, -0.27, -0.10], [-0.32, -0.72, 0.36], [0.49, -0.23, 0.37], [-0.21, 0.36, -0.17], [0.16, 0.24, 0.01], [-0.02, 0.29, -0.12], [-0.29, 0.17, -0.07], [0.05, -0.14, -0.31], [-0.20, 0.07, -0.12], [-0.32, 0.15, -0.50], [0.46, -0.01, 0.34], [0.42, 0.07, 0.24], [0.03, -0.19, -0.11], [0.04, -0.28, -0.21], [0.06, 0.12, 0.10], [-0.16, -0.32, -0.15], [-0.09, -0.26, -0.26], [0.23, 0.12, -0.17], [-0.36, -0.14, 0.05], [-0.06, 0.15, -0.15], [0.20, 0.21, -0.12], [-0.02, -0.17, 0.17], [-0.09, 0.06, -0.24], [-0.06, 0.10, 0.21], [-0.06, -0.04, -0.38], [-0.17, 0.30, 0.17], [0.07, 0.35, -0.24], [0.05, 0.05, 0.45], [0.07, 0.23, 0.22], [-0.23, -0.19, -0.04], [0.15, 0.10, 0.09], [-0.06, 0.39, 0.06], [0.02, 0.07, 0.01], [-0.02, -0.08, 0.00], [0.14, 0.00, 0.04], [0.13, 0.03, -0.06], [-0.07, 0.01, 0.01], [-0.03, -0.18, 0.02], [-0.06, -0.02, -0.06], [0.04, 0.09, -0.07], [0.05, -0.02, -0.02]], "lowdin_charge": [0.11, -0.18, -0.18, -0.40, 0.82, -0.25, -0.44, -0.10, -0.16, -0.20, -0.05, -0.15, -0.16, -0.33, -0.05, -0.14, -0.39, -0.06, -0.09, -0.11, -0.15, -0.20, 0.61, -0.26, -0.26, 0.05, 0.12, 0.12, 0.02, 0.02, -0.04, 0.11, 0.13, 0.11, 0.09, 0.12, 0.12, 0.12, 0.14, 0.14, 0.08, 0.08, 0.08, 0.07, 0.12, 0.12, 0.05, 0.07, 0.08, 0.08, 0.07, 0.07, 0.14, 0.13, 0.12, 0.14, -0.06, -0.20, -0.07, -0.37, 0.01, 0.09, 0.09, 0.08, 0.08, 0.08, 0.06, 0.13], "spin_multiplicity": 1, "energy_ha": -2109.81338, "fmax_ev_per_a": 2.57, "e_homo_ev": -8.4}

***

Entry 2:
{"formula": "C20H38NO2P3Tc", "method": "ωB97M-V/def2-TZVPD", "symbols": ["P", "C", "H", "H", "H", "C", "H", "H", "H", "C", "H", "H", "H", "P", "C", "H", "H", "H", "C", "H", "H", "H", "C", "H", "H", "H", "P", "C", "H", "H", "H", "C", "H", "H", "H", "C", "H", "H", "H", "Tc", "C", "O", "C", "O", "C", "C", "C", "C", "C", "C", "H", "H", "H", "H", "H", "H", "C", "C", "C", "N", "H", "H", "H", "H", "H"], "coordinates": [[-0.50387, 3.53922, 0.81962], [-2.19708, 3.78179, 1.51945], [-2.41378, 4.82892, 1.76815], [-2.28098, 3.15883, 2.42304], [-2.93239, 3.42796, 0.78047], [0.47347, 4.75742, 1.79155], [1.44879, 4.90143, 1.31308], [0.65770, 4.32091, 2.78275], [-0.06088, 5.71335, 1.89971], [-0.74482, 4.43176, -0.77276], [-0.88569, 5.50679, -0.61796], [-1.61555, 4.01531, -1.29448], [0.13796, 4.26377, -1.40562], [-0.46375, -1.60670, -3.66083], [-2.19512, -2.13302, -3.70932], [-2.46818, -2.62048, -4.65621], [-2.84799, -1.26564, -3.56008], [-2.38953, -2.84303, -2.89600], [-0.27542, -0.43721, -5.04624], [0.77903, -0.21444, -5.25016], [-0.77862, 0.50662, -4.78985], [-0.76481, -0.87457, -5.92218], [0.44299, -3.17462, -3.90489], [0.16158, -3.61442, -4.87064], [0.15716, -3.86005, -3.09185], [1.53136, -3.03227, -3.86146], [1.29275, -1.72495, 2.55068], [0.15783, -2.75786, 3.56256], [0.68326, -3.14795, 4.43791], [-0.19028, -3.59402, 2.94416], [-0.71544, -2.17641, 3.87600], [2.54299, -3.01754, 2.18675], [2.80659, -3.56342, 3.09804], [3.43039, -2.56794, 1.73545], [2.11210, -3.72436, 1.46724], [2.15754, -0.72373, 3.82841], [2.42098, -1.34019, 4.69644], [1.47635, 0.08174, 4.12652], [3.06575, -0.26766, 3.40600], [0.47068, -0.59046, -1.82751], [-1.02813, 0.50514, -1.53847], [-1.99575, 1.14070, -1.34863], [-0.11594, -2.01110, -0.70149], [-0.54211, -2.86139, -0.01461], [3.06768, -0.94052, -1.74875], [2.80659, -0.35064, -0.52128], [2.18049, 0.89032, -0.45430], [1.89701, 1.59019, -1.63143], [2.14951, 1.00667, -2.88169], [2.68413, -0.30026, -2.94213], [3.58412, -1.89621, -1.80411], [3.16108, -0.85451, 0.38262], [1.96914, 1.34081, 0.51720], [1.52295, 2.60348, -1.54927], [1.95276, 1.57045, -3.78057], [2.85096, -0.75914, -3.91257], [-3.72731, -1.11863, 3.38011], [-3.11599, 0.27897, 3.14594], [-1.76108, 0.25889, 2.66095], [-0.69332, 0.21294, 2.18078], [-3.81480, -1.60759, 2.40270], [-4.73238, -1.04699, 3.80592], [-3.11761, -1.79376, 4.00991], [-3.72746, 0.84764, 2.43161], [-3.13761, 0.93169, 4.03560]], "forces_ev_per_a": [[-2.09, 4.35, 0.40], [-0.08, -1.91, 0.12], [0.52, -0.07, -0.14], [-0.20, 0.40, -0.14], [0.19, 0.10, 0.28], [1.18, -1.39, 0.39], [-0.17, 0.17, 0.11], [-0.03, 0.33, -0.09], [-0.18, -0.39, -0.30], [0.61, -1.55, -0.94], [0.11, -0.13, 0.41], [0.17, 0.14, 0.12], [-0.27, 0.43, -0.02], [-1.02, -1.04, -1.45], [-0.27, 0.25, 0.55], [0.33, 0.19, 0.13], [0.02, -0.13, -0.09], [0.05, 0.09, -0.14], [0.23, 0.09, 0.22], [-0.27, -0.18, -0.14], [0.00, -0.29, -0.12], [0.15, 0.09, -0.02], [0.35, 0.23, 0.18], [0.05, 0.08, 0.17], [-0.01, 0.14, -0.32], [-0.26, -0.09, -0.17], [1.20, -1.93, 3.47], [-1.15, 0.49, -1.03], [0.25, 0.20, -0.13], [0.03, 0.10, 0.20], [0.21, -0.18, 0.07], [-0.17, 0.31, -1.62], [-0.15, 0.28, 0.12], [0.10, -0.21, 0.20], [0.18, -0.04, 0.17], [-0.33, 1.22, -0.99], [-0.16, -0.17, -0.30], [0.23, -0.15, 0.18], [-0.22, -0.17, 0.21], [4.96, 1.78, -0.03], [-5.29, 1.46, 1.39], [3.74, -1.91, -0.75], [-3.52, -3.38, 3.36], [2.05, 3.17, -2.68], [-0.18, -0.78, -1.04], [0.03, -0.20, 0.77], [-0.25, 0.09, 0.56], [-0.25, -0.11, -0.11], [-0.10, -0.27, 0.07], [-0.17, 0.37, -0.20], [-0.09, 0.09, 0.04], [-0.27, 0.23, -0.29], [0.10, -0.13, -0.28], [-0.06, -0.09, -0.24], [-0.02, 0.01, -0.17], [0.21, 0.03, 0.16], [0.28, -0.54, -0.35], [-0.89, 0.60, 0.87], [2.14, -0.29, -1.42], [-1.68, 0.14, 0.83], [-0.11, 0.01, 0.20], [0.29, 0.14, -0.02], [-0.27, 0.63, -0.11], [0.15, -0.26, -0.12], [0.08, -0.45, 0.03]], "lowdin_charge": [1.02, -0.21, 0.09, 0.04, 0.06, -0.21, 0.06, 0.07, 0.10, -0.21, 0.10, 0.06, 0.04, 0.73, -0.20, 0.09, 0.07, 0.07, -0.19, 0.05, 0.07, 0.09, -0.19, 0.09, 0.07, 0.05, 0.96, -0.20, 0.09, 0.07, 0.03, -0.22, 0.09, 0.04, 0.06, -0.21, 0.09, 0.05, 0.06, 0.97, -0.24, 0.13, -0.22, 0.14, -0.05, -0.08, -0.09, -0.08, -0.07, -0.09, 0.15, 0.11, 0.12, 0.11, 0.14, 0.14, -0.05, -0.21, -0.20, 0.11, 0.09, 0.10, 0.08, 0.13, 0.14], "spin_multiplicity": 4, "energy_ha": -2093.40051, "fmax_ev_per_a": 5.92, "e_homo_ev": [-21.4, -21.8], "charge": 4}

***

Entry 3:
{"formula": "C20H39AgGeNO2P2S2Se", "method": "ωB97M-V/def2-TZVPD", "symbols": ["Ag", "N", "C", "O", "C", "C", "H", "H", "H", "H", "H", "H", "C", "P", "C", "C", "C", "C", "C", "C", "C", "P", "C", "C", "H", "H", "H", "H", "H", "H", "H", "H", "H", "H", "H", "H", "H", "H", "H", "H", "C", "Ge", "C", "C", "C", "Se", "C", "H", "H", "H", "H", "H", "H", "H", "H", "H", "H", "H", "H", "H", "H", "C", "O", "C", "S", "S", "H", "H", "H"], "coordinates": [[1.04912, -0.74874, 0.41397], [0.07150, -3.38389, 2.02998], [-0.90062, -2.52798, 2.44528], [-2.08628, -2.85820, 2.23650], [-0.44426, -1.30760, 3.21438], [0.70181, -0.42499, 2.53179], [-0.15748, -4.06101, 1.25498], [1.04150, -3.20788, 2.15563], [-0.13960, -1.74661, 4.19949], [-1.33705, -0.67079, 3.27823], [1.71234, -0.67399, 3.00191], [0.48981, 0.63581, 2.76681], [2.03309, -2.00280, -3.08969], [1.50975, -0.58709, -2.07265], [2.72304, 0.69357, -2.47487], [0.01871, -0.02886, -3.06149], [0.08413, 0.94235, -4.07810], [-1.07003, 1.28802, -4.76950], [-2.26286, 0.60727, -4.50553], [-2.31306, -0.25146, -3.45930], [-1.22964, -0.61696, -2.72226], [-1.35558, -1.51688, -1.04798], [-2.54556, -2.84283, -1.53198], [-2.59314, -0.35704, -0.31329], [2.05553, -1.74410, -4.13004], [1.27453, -2.80507, -2.97964], [3.02379, -2.21574, -2.69414], [2.92881, 0.68594, -3.58708], [3.71937, 0.47822, -2.13520], [2.44656, 1.62060, -2.00761], [1.08674, 1.31230, -4.40074], [-1.05370, 2.14662, -5.48852], [-3.18024, 0.87667, -4.94853], [-3.26586, -0.70175, -3.18483], [-3.55366, -2.48727, -1.58952], [-2.44291, -3.71466, -0.86646], [-2.26477, -3.21245, -2.52702], [-3.37095, 0.03775, -0.97058], [-1.94451, 0.41924, 0.12870], [-3.00789, -0.96423, 0.46955], [0.95059, 3.89532, 4.21694], [-0.84150, 3.55486, 3.39815], [-1.80483, 5.25803, 3.36017], [-1.90463, 2.27532, 4.41292], [-0.69312, 2.79852, 1.57587], [-0.48906, 4.15293, 0.20269], [-0.21730, 2.96499, -1.34515], [1.25176, 3.12024, 4.93078], [1.07643, 4.84547, 4.64019], [1.65734, 3.91566, 3.43324], [-1.80936, 5.56654, 4.37667], [-2.90910, 5.12237, 3.12276], [-1.42035, 6.07998, 2.78250], [-1.36475, 1.28519, 4.43986], [-2.84147, 2.15017, 3.80158], [-2.26083, 2.60630, 5.40405], [-1.69815, 2.33844, 1.45230], [0.09533, 2.07943, 1.54126], [0.54916, 2.36575, -0.96072], [0.20144, 3.54304, -2.20326], [-1.11173, 2.39295, -1.60776], [4.80297, -4.84422, -0.98800], [3.41494, -5.12724, -1.16620], [2.49775, -4.32011, -0.67132], [0.91664, -4.69595, -0.99799], [3.06881, -2.92489, 0.15928], [5.05034, -3.92721, -1.41215], [5.28284, -5.75258, -1.48422], [5.09935, -4.80278, 0.09492]], "forces_ev_per_a": [[-0.04, -0.27, -0.31], [-0.95, -0.96, -0.95], [-0.59, -1.56, -0.63], [0.89, 1.19, 0.18], [0.55, 0.41, -0.54], [0.41, -0.65, 0.90], [0.38, 1.09, 1.31], [0.60, 0.47, -0.14], [-0.32, 0.74, -0.40], [0.15, -0.34, 0.46], [-1.20, 0.34, -0.43], [0.20, -0.59, 0.14], [-0.64, 0.03, 0.59], [-0.87, 0.52, 0.19], [0.82, -0.63, -1.90], [0.02, -0.20, 0.31], [0.78, -0.72, -0.20], [-0.12, 0.76, -0.75], [1.10, 1.46, 0.01], [-1.44, -1.53, 0.47], [2.28, 0.42, 1.41], [-0.97, 0.13, -1.18], [1.08, -0.96, -0.44], [1.24, 0.15, 0.13], [0.22, 0.36, -0.64], [0.85, 0.20, 0.29], [-0.04, -0.71, -0.17], [-0.65, 0.74, 0.89], [0.35, -0.55, 0.83], [-0.25, 0.61, -0.34], [-1.11, 0.07, 0.47], [0.03, -1.06, 0.51], [-0.78, 0.35, -0.84], [-0.05, 0.12, -0.14], [-0.68, 0.14, 0.15], [-0.23, 0.49, 0.01], [-0.01, 0.06, 0.13], [0.21, -0.06, -0.01], [-0.70, 0.06, -0.04], [-0.41, -0.04, 0.69], [-0.92, -1.44, -0.19], [0.78, 0.47, 0.05], [-1.82, -0.65, -0.37], [-0.74, -0.80, -0.50], [-1.42, 0.57, 0.31], [-0.13, 0.32, -0.23], [-0.49, 1.31, -0.34], [-0.15, 0.14, -0.15], [-0.32, 1.43, 1.00], [0.91, -0.38, -1.12], [0.07, 0.47, 1.13], [1.33, 0.06, -0.03], [0.30, 0.09, -0.45], [-0.67, 1.01, 0.20], [0.80, -0.14, 0.49], [0.53, -0.18, -0.31], [0.79, -0.09, -0.15], [0.37, -0.56, -0.25], [1.02, -1.41, 0.16], [-0.59, -0.34, 0.67], [0.23, 0.19, 0.01], [0.20, -3.04, 1.09], [0.70, -0.96, -0.37], [0.15, 1.69, 0.67], [-0.59, -0.44, -0.13], [-0.30, -0.20, 0.13], [0.57, 1.49, -0.95], [-0.32, 1.41, 0.55], [-0.42, -0.13, -0.94]], "lowdin_charge": [0.46, 0.13, -0.60, -0.04, -0.23, -0.31, 0.05, 0.03, 0.11, 0.08, 0.01, -0.05, -0.28, 0.78, -0.30, -0.37, -0.12, -0.09, -0.09, -0.14, -0.37, 0.87, -0.29, -0.28, 0.03, 0.02, 0.02, 0.05, 0.03, 0.02, 0.10, 0.11, 0.09, 0.10, 0.02, 0.03, 0.04, 0.04, 0.01, 0.02, -0.20, 0.75, -0.25, -0.23, -0.65, 0.82, -0.43, 0.02, -0.02, -0.01, -0.01, 0.05, 0.00, 0.02, 0.03, 0.02, 0.02, -0.04, -0.05, 0.04, 0.02, -0.16, -0.27, -1.37, 0.53, 0.47, 0.03, 0.11, 0.08], "spin_multiplicity": 1, "energy_ha": -7095.12029, "fmax_ev_per_a": 3.24, "e_homo_ev": -4.1, "charge": -1}